[1]
A structure of composition C46H40BrFeN4O5P at a distorted geometry. Source: the Open Molecules 2025 dataset; level of theory: wB97M-V/def2-TZVPD.

Geometry as XYZ:
```
98
Properties=species:S:1:pos:R:3:forces:R:3
Fe -0.40458 -0.62748 -0.91131 0.27 -0.42 1.18
C 1.82244 1.26181 -4.20762 1.19 0.50 -0.71
C 1.44690 0.33306 -3.28768 -0.99 -1.37 1.03
N 0.33200 0.49660 -2.56786 0.80 -0.57 0.43
C -0.42379 1.57479 -2.73628 -1.14 0.85 -0.10
C -0.15493 2.54462 -3.73026 -0.57 0.70 0.80
C 1.04376 2.38038 -4.37616 0.41 -0.58 -0.93
C -1.02357 3.67423 -3.96732 0.41 -0.87 -0.91
C -2.13997 3.72964 -3.20037 0.21 0.50 0.24
C -2.37943 2.79067 -2.17708 -0.12 -0.15 0.20
C -1.59414 1.68507 -1.90975 -0.68 1.64 -1.33
N -1.84042 0.69219 -1.03081 0.46 -0.85 0.40
C -3.02762 0.43353 -0.39033 -1.85 0.20 0.44
C -4.26238 1.08584 -0.45333 0.76 -0.17 -0.13
C -5.38379 0.56294 0.20967 -1.62 1.25 -0.20
C -5.41942 -0.53501 0.99749 0.67 -0.06 -0.80
C -4.20939 -1.22767 1.10606 0.55 0.07 0.50
C -4.06637 -2.32786 1.97823 1.70 -0.13 -1.24
C -2.84379 -2.96467 2.01371 0.17 -0.41 1.21
C -1.77033 -2.52767 1.20819 -0.77 0.62 -0.59
N -1.89656 -1.44233 0.44454 0.58 -0.88 0.34
C -3.06075 -0.73849 0.43296 0.53 -0.63 -0.13
H 2.74711 1.10597 -4.77030 -0.40 0.15 0.14
H 1.94874 -0.61805 -3.12038 0.17 0.28 -0.13
H 1.30264 3.08837 -5.11731 0.42 0.74 -0.65
H -0.83522 4.29470 -4.87220 -0.12 -0.27 1.07
H -2.86801 4.53089 -3.27690 0.12 -0.05 -0.29
H -3.26584 2.97897 -1.61643 -0.06 0.05 0.26
H -4.43437 1.97936 -1.03215 -0.02 -0.31 0.10
H -6.31962 1.12200 0.07283 0.40 -0.21 0.01
H -6.31845 -0.94506 1.40002 -0.43 0.03 0.39
H -4.91221 -2.67044 2.52260 -0.45 -0.23 0.53
H -2.64341 -3.74925 2.77031 -0.23 0.37 -0.83
H -0.84917 -3.10553 1.11727 -0.16 0.33 0.20
C -3.17004 0.62352 3.71114 0.88 -0.50 1.64
O -1.87941 0.07712 3.47406 -0.09 0.21 -1.34
C -1.01566 0.08484 4.58620 -1.69 0.75 0.29
C 0.14921 -0.75476 4.34190 1.02 -2.69 0.89
O -0.31486 -2.12053 4.06392 1.12 1.32 0.29
C 0.82227 -2.87854 3.72654 0.53 -1.39 3.25
H -3.68004 -0.03099 4.43096 -0.16 0.12 0.05
H -3.75769 0.63662 2.82351 -0.07 0.14 -0.82
H -3.09733 1.61581 4.16551 -0.07 0.14 -0.15
H -1.61513 -0.27890 5.42738 0.36 -0.05 0.37
H -0.69228 1.10407 4.78772 0.09 0.34 0.27
H 0.88376 -0.80326 5.21250 -1.20 0.16 -0.50
H 0.79613 -0.45127 3.54784 -0.01 0.46 -0.99
H 1.66914 -2.80846 4.54681 -1.45 0.13 -1.31
H 1.25624 -2.58083 2.81545 0.49 0.27 -1.45
H 0.52852 -3.94631 3.77402 0.14 0.56 -0.52
Br -2.01226 -6.54478 -5.75718 -0.15 0.52 0.18
C -2.04938 -4.90936 -4.77278 -0.19 -0.79 0.32
C -3.23473 -4.28187 -4.42006 0.91 0.69 -0.31
N -3.23419 -3.12489 -3.77497 -0.75 0.39 0.91
C -2.13180 -2.66111 -3.21782 0.36 -0.08 0.22
C -0.92172 -3.33133 -3.38822 -0.26 0.54 -0.38
C -0.88374 -4.42261 -4.23022 1.43 -0.76 -0.26
C 0.34082 -2.84792 -2.78123 -1.74 -0.20 0.67
O 1.40751 -3.05683 -3.25533 2.05 -0.23 -0.83
O 0.15183 -2.23515 -1.64191 0.16 0.49 0.73
H -4.19740 -4.64257 -4.65665 -0.81 -0.57 -0.59
H -2.20483 -1.75698 -2.57068 -0.08 -0.64 -0.72
H 0.09703 -4.92869 -4.39897 -0.98 0.51 0.05
O 0.84709 -0.21642 0.58720 1.36 0.37 -0.53
P 2.15484 0.65105 0.60731 -1.34 -0.49 0.31
C 3.53254 -0.11623 -0.25090 0.93 -0.13 -0.37
C 3.35023 -1.30492 -0.95199 -1.13 -0.43 0.59
C 4.33267 -1.91860 -1.69688 1.62 1.17 0.15
C 5.61115 -1.35419 -1.70744 -0.92 0.56 -0.54
C 5.82622 -0.14643 -1.02532 -0.34 -1.32 -0.84
C 4.81918 0.46119 -0.33003 -0.73 0.98 0.95
C 1.70252 2.21085 -0.09664 -1.33 1.65 0.22
C 0.53046 2.74178 0.51690 1.69 0.61 -1.83
C 0.05500 3.99325 0.22246 0.90 -0.14 -0.11
C 0.71432 4.76160 -0.70116 0.42 0.21 -2.04
C 1.74224 4.22124 -1.47717 0.88 -0.46 1.07
C 2.28154 2.98709 -1.10483 -0.80 -0.55 0.43
C 2.58806 0.97314 2.33348 0.72 -1.22 0.93
C 2.00001 1.90271 3.21024 1.56 -1.19 -0.05
C 2.36298 1.90993 4.55496 -0.96 -0.20 -0.64
C 3.22148 0.94524 5.02084 0.86 -0.35 0.72
C 3.90254 0.05491 4.21116 -0.67 -0.29 -0.73
C 3.49838 0.02307 2.88829 0.56 0.61 -1.26
H 2.40180 -1.81203 -0.89644 -0.37 0.06 -0.11
H 4.14180 -2.72411 -2.35560 -0.49 -0.91 -0.17
H 6.34318 -1.72884 -2.42249 0.08 -0.06 0.52
H 6.75927 0.31598 -1.17404 1.02 0.66 0.23
H 5.03350 1.41641 0.16568 -0.17 -0.33 -0.16
H -0.07671 2.15899 1.08846 -1.31 -1.78 1.94
H -0.79817 4.36193 0.71691 -0.96 0.35 0.47
H 0.34146 5.71215 -1.03428 -0.21 0.43 0.33
H 2.26785 4.75391 -2.26725 -0.48 0.13 0.10
H 3.04688 2.51529 -1.66017 1.05 -0.04 -0.58
H 1.27729 2.56421 2.87127 -1.10 1.27 -0.60
H 1.84421 2.59327 5.22011 0.23 -0.10 0.04
H 3.39464 0.79854 6.05796 0.13 0.51 0.96
H 4.65872 -0.64684 4.59078 -0.56 0.38 -0.11
H 3.98476 -0.66935 2.19712 -0.19 0.04 0.26
```
Forces are in eV/Å.

Lowest unoccupied orbital energy (spin up / spin down): -2.8 / -3.6 eV
⟨S²⟩: 8.766
2S+1: 6
Electronic energy: -178263.822 eV
Largest force on an atom: 3.569 eV Å⁻¹
Gap between HOMO and LUMO (spin up / spin down): 7.1758 / 6.3958 eV
HOMO (spin up / spin down): -0.36517 / -0.36899 Eh
Energy relative to the best compared isomer or geometry (same formula, charge and spin): 7.2 kcal/mol
Charge: +1


[2]
A structure of composition C46H40MoN2O4S4SbTe at a distorted geometry. Source: the Open Molecules 2025 dataset; level of theory: wB97M-V/def2-TZVPD.

Geometry as XYZ:
```
99
Properties=species:S:1:pos:R:3:forces:R:3
Mo -1.43994 0.47248 0.31755 -0.64 0.98 -1.00
C -2.83540 -0.03669 -3.90375 0.00 -0.01 0.05
C -3.06456 0.86468 -2.72541 0.00 -0.01 0.00
C -1.99004 1.37350 -2.00224 -0.04 0.09 0.00
C -2.14872 2.26048 -0.89109 0.05 0.28 -0.11
C -1.36296 3.55072 -0.88623 0.03 -0.03 0.06
C -3.55704 2.31991 -0.35649 0.03 -0.15 0.10
C -4.64937 2.05891 -1.33443 -0.04 0.05 0.06
C -6.03569 2.49877 -0.95411 0.05 -0.01 -0.01
C -4.38583 1.30635 -2.42525 0.05 -0.03 -0.03
H -2.70552 0.54611 -4.82160 -0.02 0.01 -0.02
H -3.68561 -0.70588 -4.05613 0.03 0.00 0.01
H -1.93487 -0.63623 -3.77228 0.01 0.03 -0.02
H -1.00078 1.27056 -2.43041 0.06 -0.08 0.05
H -1.76144 4.22717 -1.65222 0.02 0.00 0.01
H -0.31270 3.36835 -1.10637 -0.07 0.00 0.03
H -1.42652 4.06326 0.07602 -0.03 0.02 -0.02
H -3.72849 3.22786 0.22175 0.01 0.02 0.05
H -6.35839 3.34705 -1.56426 0.02 0.02 0.03
H -6.07219 2.80226 0.09308 0.00 -0.02 -0.01
H -6.75699 1.69207 -1.09224 0.00 0.02 -0.03
H -5.20081 0.99396 -3.07267 0.02 0.01 0.00
C 5.83963 -0.27793 -0.10270 -0.08 0.02 -0.01
C 4.37863 0.09283 -0.19217 0.07 0.05 -0.08
C 3.94468 1.21808 -0.90045 0.09 0.01 0.03
C 2.61031 1.53537 -1.03986 0.15 0.07 -0.16
C 2.29220 2.74818 -1.86580 -0.26 -0.09 0.06
O 2.78112 3.82371 -1.59142 0.07 0.05 0.00
C 1.42881 2.59882 -3.08103 0.15 -0.06 0.07
C 0.80921 3.72425 -3.61627 -0.01 0.04 -0.05
C 0.05762 3.61629 -4.77440 0.03 -0.05 0.02
C -0.05347 2.38565 -5.41649 -0.02 0.04 0.03
C 0.57054 1.26579 -4.88797 -0.03 -0.02 0.03
C 1.30284 1.36915 -3.71288 -0.06 -0.08 -0.02
C 1.59966 0.76170 -0.41250 -0.28 0.02 0.05
O 0.35967 1.09754 -0.57490 0.23 -0.03 -0.04
C 2.04729 -0.31775 0.40134 -0.04 -0.11 0.06
C 3.40940 -0.65354 0.43699 -0.04 -0.05 0.12
C 1.11190 -1.02321 1.25895 0.18 -0.21 -0.12
N -0.12015 -0.66484 1.29699 0.04 -0.24 0.71
C -1.15029 -1.13475 2.21265 0.34 0.24 0.08
C -0.92265 -0.71798 3.65434 0.04 0.07 -0.12
Te -0.74699 1.44707 4.22933 0.23 -0.27 -0.13
C 1.39025 1.31093 4.25286 -0.01 -0.04 0.08
C 1.97448 0.81269 5.41395 0.00 -0.09 -0.03
C 3.35745 0.71985 5.51944 -0.02 0.02 -0.03
C 4.16253 1.13557 4.46549 -0.05 0.01 -0.02
C 3.58024 1.64884 3.31218 -0.03 -0.05 0.03
C 2.19608 1.74077 3.20713 0.06 0.02 -0.01
C 1.55564 -2.18658 2.09070 0.05 0.14 -0.04
C 1.02929 -3.44429 1.81896 -0.05 -0.08 -0.03
C 1.39092 -4.53871 2.59362 0.02 0.04 0.00
C 2.28428 -4.37933 3.64412 0.02 0.05 -0.03
C 2.82519 -3.12594 3.90718 -0.02 -0.01 -0.01
C 2.47008 -2.03353 3.12917 -0.06 -0.03 0.06
H 6.44279 0.36255 -0.74670 0.00 0.00 0.01
H 6.00536 -1.31173 -0.41276 0.00 0.01 0.00
H 6.22129 -0.17776 0.91696 -0.02 0.01 -0.01
H 4.67168 1.87186 -1.37401 -0.01 -0.05 0.00
H 0.92139 4.67190 -3.10379 -0.01 -0.03 -0.03
H -0.44179 4.48776 -5.17914 0.00 -0.01 0.00
H -0.63926 2.30006 -6.32428 0.01 0.01 0.01
H 0.47066 0.30308 -5.37317 -0.01 0.00 0.01
H 1.75529 0.48683 -3.28004 -0.01 -0.02 0.02
H 3.71249 -1.52108 1.01221 -0.01 0.03 -0.03
H -1.35241 -2.19584 2.09047 -0.01 -0.11 0.00
H -2.10281 -0.64107 1.86009 -0.14 -0.36 0.32
H -0.01996 -1.19259 4.03853 0.05 -0.04 0.07
H -1.76901 -1.05661 4.25377 -0.05 0.03 0.00
H 1.35212 0.49011 6.24353 0.03 0.02 -0.01
H 3.80503 0.33106 6.42639 -0.01 0.01 -0.01
H 5.24141 1.07109 4.54827 -0.03 -0.01 -0.01
H 4.19686 1.97838 2.48346 -0.02 -0.01 0.03
H 1.75444 2.16082 2.31285 -0.04 0.00 -0.01
H 0.33723 -3.56852 0.99220 0.01 0.01 0.01
H 0.97294 -5.51359 2.37426 0.01 0.03 0.00
H 2.56394 -5.23125 4.25197 -0.01 0.02 -0.01
H 3.52455 -2.99205 4.72372 -0.01 -0.01 -0.02
H 2.89086 -1.05767 3.33415 -0.01 0.05 0.02
S -3.81678 2.58353 4.33111 0.03 0.06 -0.11
Sb -2.50992 4.06614 3.18050 0.05 0.10 0.29
S -0.91127 2.24989 1.98808 -0.04 -0.04 -0.06
S -3.76643 0.84615 0.81600 0.06 -0.24 -0.11
S -0.57649 4.16802 4.59026 -0.13 0.13 -0.15
O 0.06908 -1.34125 -2.29986 0.08 0.21 0.00
C -0.85815 -1.91426 -1.76321 -0.14 -0.04 0.11
N -1.72653 -1.40524 -0.81088 -0.06 -0.88 -0.06
C -2.59589 -2.43071 -0.42242 0.32 0.04 -0.30
O -3.41636 -2.41026 0.46638 -0.07 0.15 0.17
C -2.29882 -3.65670 -1.25619 -0.15 0.16 0.18
C -2.87752 -4.90725 -1.26738 -0.05 -0.09 -0.02
C -2.33035 -5.85640 -2.13164 -0.02 0.06 0.06
C -1.23904 -5.54416 -2.93962 0.03 0.07 0.02
C -0.66543 -4.27293 -2.90811 0.03 -0.09 -0.10
C -1.22565 -3.34918 -2.05281 0.10 0.24 -0.05
H -3.72268 -5.13269 -0.62822 0.03 -0.01 -0.02
H -2.75433 -6.85227 -2.17390 0.00 0.01 0.00
H -0.82981 -6.30210 -3.59685 -0.01 0.01 0.01
H 0.18481 -4.01444 -3.52795 -0.02 0.00 0.03
```
Forces are in eV/Å.

Lowest unoccupied orbital energy (spin up / spin down): 2.0 / 1.5 eV
⟨S²⟩: 2.084
2S+1: 3
Electronic energy: -118553.440 eV
Largest force on an atom: 1.541 eV Å⁻¹
Gap between HOMO and LUMO (spin up / spin down): 5.8909 / 6.0747 eV
HOMO (spin up / spin down): -0.14293 / -0.16895 Eh
Charge: -1


[3]
A structure of composition C46H40N4O5PbSeSi at a distorted geometry. Source: the Open Molecules 2025 dataset; level of theory: wB97M-V/def2-TZVPD.

Geometry as XYZ:
```
98
Properties=species:S:1:pos:R:3:forces:R:3
Pb 11.63420 13.32109 11.50367 0.25 -0.45 0.01
C 15.40377 14.29065 14.48480 -0.90 0.18 0.20
C 14.26974 14.68349 13.55360 0.49 -2.52 -2.65
N 14.12262 14.04648 12.36798 -0.48 2.76 3.27
N 15.11576 13.34204 11.88567 0.28 -0.32 -0.97
C 14.83601 13.14436 10.55984 -1.40 -0.73 1.77
O 13.77013 13.46059 9.99356 0.73 0.01 -0.52
C 15.85969 12.35654 9.88441 1.75 -0.52 0.24
C 17.10663 12.02664 10.51140 -1.14 -0.28 -1.81
C 18.08956 11.44855 9.72611 0.21 0.13 1.26
C 17.91108 11.15741 8.39260 0.02 0.08 -1.14
C 16.70403 11.43295 7.79146 -2.02 -0.45 0.89
C 15.63666 11.95154 8.59631 1.65 0.19 -1.75
C 13.34080 15.78931 13.74687 0.17 0.07 -0.37
C 13.70754 16.93588 14.48096 -0.18 0.06 0.98
C 12.74228 17.94835 14.63260 0.57 -0.73 -0.26
C 11.48864 17.77755 14.08509 -0.47 0.27 -0.30
C 11.23694 16.60733 13.35338 0.49 -0.05 -0.48
N 12.16316 15.69598 13.06519 0.01 0.53 1.78
H 15.93742 13.40751 14.07416 -0.35 0.77 0.26
H 16.05227 15.15288 14.59522 0.61 -0.02 0.15
H 14.98246 14.05990 15.49585 0.33 0.10 -0.69
H 17.21580 12.14565 11.56001 0.18 0.45 0.61
H 19.03618 11.20630 10.18504 0.18 -0.08 0.11
H 18.72639 10.73843 7.81072 -0.02 -0.04 0.07
H 16.41862 11.11046 6.78417 0.55 0.26 0.22
H 14.70976 12.19973 8.11500 -0.41 -0.03 0.07
H 14.68939 17.00872 15.02737 -1.15 -0.20 -0.83
H 12.95025 18.85237 15.18179 0.22 0.13 0.09
H 10.75970 18.59925 14.14622 0.14 -0.72 0.08
H 10.27218 16.35238 12.94065 -0.31 0.44 -0.16
C 15.18663 7.10024 9.52624 -1.18 -0.42 -0.90
O 13.83767 6.87534 9.04187 1.29 -0.06 -0.03
C 12.98033 7.92054 9.18536 0.01 -0.01 0.43
C 11.81316 7.84490 8.42688 -2.16 -0.72 -0.80
C 10.85249 8.85237 8.52645 0.62 0.12 -0.25
C 11.05884 9.98068 9.38813 -1.67 -0.93 -1.59
C 10.10068 11.06723 9.44049 -0.82 1.05 1.72
C 9.25853 11.24895 8.22093 -1.66 0.23 0.11
O 9.91636 11.85244 10.42588 0.28 -1.98 -2.30
C 12.19712 10.02502 10.14960 1.92 0.82 2.00
O 12.43564 10.99640 10.95947 0.48 -0.37 -0.15
C 13.16604 8.95711 10.03967 -0.21 1.02 0.10
H 15.72816 6.19378 9.27064 0.15 0.09 -0.16
H 15.16258 7.19154 10.58462 0.11 0.21 1.04
H 15.62307 7.99825 9.08247 0.00 -0.10 -0.05
H 11.58350 6.88680 7.88577 0.39 1.20 0.35
H 9.95039 8.80117 7.88276 0.64 -0.05 0.67
H 9.79567 11.02474 7.31480 0.29 0.18 -0.34
H 8.83804 12.26423 8.24319 0.37 -0.18 -0.25
H 8.36320 10.58345 8.20855 0.58 0.16 0.30
H 14.04156 9.12763 10.63199 0.39 -0.17 0.20
O 11.48692 12.34270 13.55741 -0.36 -0.09 0.36
Si 10.50726 11.71363 14.65483 0.09 0.53 -0.40
C 9.66808 10.14375 14.11493 0.68 0.25 -1.01
C 10.32077 9.45491 13.05564 -0.31 0.38 0.78
C 9.73630 8.35583 12.50494 -0.58 -1.97 -0.45
C 8.49758 7.84392 12.99749 0.79 0.59 -0.70
C 7.87041 8.55742 13.97808 -0.09 0.53 1.37
C 8.44782 9.70829 14.57184 -0.26 -0.68 -0.55
C 11.41549 11.21280 16.20613 1.77 -0.53 -0.31
C 12.82088 10.85471 16.13077 -1.29 -0.39 0.19
C 13.43610 10.35860 17.27366 -0.44 0.49 0.34
C 12.77654 10.34692 18.51806 -0.06 -0.06 -0.84
C 11.42429 10.63143 18.55132 -0.18 0.11 0.36
C 10.73488 11.00475 17.39847 1.24 0.15 0.04
C 9.11262 12.87865 15.21631 1.15 0.11 0.39
C 7.91267 12.94381 14.53634 -0.67 2.60 0.72
C 7.04469 14.06225 14.77068 0.82 -1.61 0.39
C 7.30061 14.93719 15.83278 -0.25 -0.29 -0.82
C 8.51380 14.86291 16.51757 0.39 -0.99 -0.63
C 9.44001 13.86196 16.17922 -0.72 0.20 -0.15
H 11.28994 9.79372 12.69814 -0.20 0.15 -0.04
H 10.27030 7.79695 11.72621 -0.26 0.29 0.15
H 7.98909 6.95014 12.61198 0.55 0.37 -0.06
H 6.95558 8.17240 14.38912 -0.49 -0.03 0.06
H 7.94633 10.27932 15.35755 -0.06 -0.37 -0.20
H 13.37474 10.83504 15.16553 -0.65 0.36 0.75
H 14.44228 9.99730 17.23918 0.59 -0.01 -0.11
H 13.32867 10.10213 19.41538 -0.07 -0.16 0.06
H 10.87341 10.60368 19.48638 0.10 -0.11 0.06
H 9.68792 11.20173 17.46287 -0.61 0.15 -0.02
H 7.67598 12.24098 13.77632 -0.18 -0.47 -0.60
H 6.17962 14.13532 14.12691 -0.25 0.24 0.22
H 6.53329 15.66997 16.07980 0.36 0.11 -0.02
H 8.76868 15.58620 17.25932 0.04 0.39 0.50
H 10.42873 13.82401 16.65750 -0.49 0.10 -0.14
Se 8.54705 14.71776 9.19840 0.04 0.95 0.01
C 8.94957 16.46859 8.50383 0.65 -1.29 0.24
C 8.02244 17.43014 8.16005 -0.51 0.94 0.50
C 8.44481 18.62924 7.59463 0.55 -0.90 0.17
N 9.71920 18.89211 7.32584 0.43 0.98 -0.30
C 10.65726 18.00884 7.72127 -1.05 0.17 0.17
C 10.30230 16.82191 8.30186 0.59 -0.99 0.78
H 7.00387 17.36318 8.52658 -0.13 -0.33 -0.43
H 7.70384 19.38661 7.37700 0.03 0.26 -0.20
H 11.70355 18.29255 7.64040 -0.12 0.06 -0.24
H 11.06665 16.14201 8.72787 -0.45 0.42 -0.58
```
Forces are in eV/Å.

Lowest unoccupied orbital energy: 4.1 eV
2S+1: 1
Electronic energy: -143023.372 eV
Largest force on an atom: 4.304 eV Å⁻¹
Gap between HOMO and LUMO: 5.7648 eV
HOMO: -0.05991 Eh
Energy relative to the best compared isomer or geometry (same formula, charge and spin): 18.1 kcal/mol
Charge: -2


Q: Among the records above, which one has the lowest largest force on an atom?
A: C46H40MoN2O4S4SbTe


Q: What is the electronic energy in the third record?
A: -143023.372 eV